1.
Formula: C5H8O2
Source: OMol25
Level of theory: ωB97M-V with the def2-TZVPD basis set

Summary:
Net charge   0
HOMO energy   -0.30648 Eh
E_tot   -345.6661 Ha

Positions of all 15 atoms, in Å:
O  2.226  -0.068  1.082
C  1.532  -0.359  -0.421
C  0.186  0.020  -0.071
C  -0.773  1.123  -0.537
C  -1.956  0.214  -0.084
C  -0.921  -0.901  0.172
O  -1.006  -2.081  0.448
H  2.393  -0.920  1.532
H  1.721  -1.427  -0.561
H  2.120  0.284  -1.079
H  1.130  0.194  1.197
H  -0.700  2.087  -0.026
H  -0.781  1.310  -1.617
H  -2.695  -0.029  -0.854
H  -2.477  0.552  0.820

Quick look at the Löwdin charges, all values in e:
1. O -0.0217
2. C -0.0149
3. C -0.2862
4. C -0.1442
5. C -0.0847
6. C -0.4296
7. O 0.0451
8. H 0.1175
9. H 0.1192
10. H 0.1174
11. H 0.1639
12. H 0.0946
13. H 0.1016
14. H 0.1105
15. H 0.1114

---

2.
Formula: C29H29Cl3N9OOsS2Si
Source: OMol25
Level of theory: ωB97M-V with the def2-TZVPD basis set

Summary:
Net charge   +2
HOMO energy (alpha / beta)   -0.49326 / -0.49109 Eh
2S+1   2
E_tot   -4247.3893 Ha

Positions of all 75 atoms, in Å:
Os  0.251  -0.179  0.748
S  -3.356  6.609  1.173
N  -2.832  5.641  2.343
C  -2.371  4.543  1.773
C  -1.812  3.394  2.454
C  -1.721  3.281  3.843
C  -1.221  2.118  4.385
C  -0.783  1.112  3.530
N  -0.855  1.213  2.210
C  -1.375  2.329  1.666
C  -1.504  2.348  0.228
N  -1.093  1.247  -0.420
C  -1.246  1.187  -1.741
C  -1.775  2.236  -2.486
C  -2.167  3.385  -1.834
C  -2.051  3.441  -0.444
C  -2.486  4.566  0.356
N  -3.030  5.681  -0.098
H  -2.055  4.104  4.462
H  -1.166  1.980  5.454
H  -0.366  0.195  3.925
H  -0.934  0.274  -2.226
H  -1.873  2.138  -3.557
H  -2.574  4.233  -2.369
Cl  3.979  -0.699  0.900
Si  2.361  0.230  1.776
Cl  2.881  2.210  1.889
Cl  2.357  -0.484  3.725
C  4.801  2.888  -2.104
C  3.908  2.193  -3.122
N  3.880  0.742  -2.908
C  2.997  0.082  -2.174
S  1.657  0.924  -1.476
N  3.070  -1.241  -2.068
C  4.025  -2.095  -2.771
C  5.432  -2.090  -2.176
H  4.871  3.950  -2.338
H  5.809  2.471  -2.119
H  4.391  2.782  -1.099
H  4.274  2.366  -4.133
H  2.891  2.566  -3.048
H  4.702  0.243  -3.213
H  2.448  -1.657  -1.389
H  4.050  -1.789  -3.821
H  3.632  -3.111  -2.733
H  5.879  -1.096  -2.167
H  6.076  -2.741  -2.765
H  5.414  -2.458  -1.151
N  -1.028  -3.229  3.520
C  -0.174  -2.583  2.714
N  -0.786  -1.687  1.968
C  -2.135  -1.735  2.317
C  -3.226  -1.003  1.849
C  -4.462  -1.302  2.383
C  -4.621  -2.304  3.355
C  -3.548  -3.035  3.820
C  -2.301  -2.723  3.289
H  -0.784  -3.951  4.178
H  0.887  -2.773  2.691
H  -3.100  -0.231  1.099
H  -5.336  -0.758  2.050
H  -5.609  -2.509  3.741
H  -3.677  -3.821  4.552
O  0.546  -1.889  -0.749
N  -0.387  -2.505  -1.459
C  -0.031  -3.045  -2.639
C  -0.953  -3.702  -3.422
C  -2.266  -3.818  -2.991
C  -2.614  -3.250  -1.775
C  -1.659  -2.595  -1.030
H  1.006  -2.924  -2.912
H  -0.638  -4.119  -4.368
H  -3.000  -4.338  -3.589
H  -3.626  -3.310  -1.399
H  -1.869  -2.124  -0.085

Quick look at the Löwdin charges, all values in e:
1. Os 1.0775
2. S 1.0929
3. N -0.1996
4. C -0.2947
5. C -0.0583
6. C 0.0540
7. C 0.0095
8. C -0.1157
9. N -0.0059
10. C -0.1435
11. C -0.1506
12. N -0.0576
13. C -0.1941
14. C -0.0060
15. C 0.0518
16. C -0.0610
17. C -0.2959
18. N -0.2010
19. H 0.1362
20. H 0.1270
21. H 0.0821
22. H 0.0855
23. H 0.1250
24. H 0.1357
25. Cl 0.3087
26. Si -0.8320
27. Cl 0.2645
28. Cl 0.2723
29. C -0.0653
30. C -0.2390
31. N 0.0356
32. C -0.7364
33. S 0.7185
34. N -0.0236
35. C -0.2168
36. C -0.0745
37. H 0.0849
38. H 0.0814
39. H 0.0591
40. H 0.1246
41. H 0.0746
42. H 0.1308
43. H 0.0645
44. H 0.1240
45. H 0.1188
46. H 0.0692
47. H 0.0877
48. H 0.0642
49. N 0.1676
50. C -0.1453
51. N -0.0572
52. C -0.2572
53. C -0.0334
54. C -0.0540
55. C -0.0517
56. C 0.0139
57. C -0.1690
58. H 0.1808
59. H 0.1230
60. H 0.1026
61. H 0.1153
62. H 0.1183
63. H 0.1255
64. O -0.3017
65. N -0.1673
66. C 0.0196
67. C -0.0032
68. C -0.0176
69. C -0.0030
70. C -0.0039
71. H 0.1333
72. H 0.1292
73. H 0.1277
74. H 0.1279
75. H 0.0907

---

3.
Formula: C18H19FN2O2
Source: OMol25
Level of theory: ωB97M-V with the def2-TZVPD basis set

Summary:
Net charge   0
HOMO energy   -0.28431 Eh
SMILES string   CN1CCc2cc(O)c(O)c3c2[C@@H](C1)CN3c1ccc(F)cc1
E_tot   -1057.0764 Ha

Positions of all 42 atoms, in Å:
F  -3.844  -2.098  -5.461
O  -2.507  3.478  1.222
O  -3.401  1.067  -0.297
C  -3.092  -0.717  -3.809
C  -3.224  -3.022  -3.237
C  -2.455  -0.493  -2.522
C  -2.587  -2.759  -2.021
C  -0.608  2.343  1.653
C  -3.374  -1.963  -4.204
C  -1.767  2.354  1.011
C  -2.162  1.174  0.283
C  -2.173  -1.509  -1.670
C  -1.375  -0.044  0.190
C  0.127  1.208  1.721
C  -0.248  0.014  1.019
N  -1.592  -1.329  -0.393
N  2.090  -1.180  2.682
C  2.778  -1.666  3.833
C  1.326  1.245  2.683
C  2.368  0.221  2.355
C  -0.548  -2.216  0.161
C  0.815  -1.759  2.335
C  0.387  -1.333  0.994
H  -3.455  3.186  1.046
H  -3.657  0.093  -0.337
H  -3.346  0.050  -4.512
H  -3.649  -4.020  -3.531
H  -2.159  0.535  -2.310
H  -2.426  -3.640  -1.392
H  -0.427  3.205  2.255
H  3.834  -1.893  3.507
H  2.818  -0.879  4.638
H  2.270  -2.595  4.190
H  1.709  2.329  2.814
H  1.041  0.950  3.668
H  2.616  0.255  1.241
H  3.316  0.492  2.845
H  0.096  -2.733  -0.578
H  -0.983  -2.986  0.760
H  0.911  -2.850  2.466
H  0.090  -1.398  3.061
H  1.335  -1.319  0.540

Quick look at the Löwdin charges, all values in e:
1. F 0.0560
2. O 0.0574
3. O 0.0068
4. C 0.0086
5. C 0.0132
6. C 0.0042
7. C -0.0360
8. C -0.0249
9. C -0.2970
10. C -0.2731
11. C -0.1485
12. C -0.2695
13. C -0.0721
14. C -0.1330
15. C -0.0556
16. N 0.0096
17. N -0.2489
18. C -0.1056
19. C -0.1250
20. C -0.2083
21. C -0.0613
22. C -0.1777
23. C -0.2431
24. H 0.1426
25. H 0.1380
26. H 0.1171
27. H 0.1281
28. H 0.1183
29. H 0.1209
30. H 0.1319
31. H 0.0939
32. H 0.0908
33. H 0.0903
34. H 0.1481
35. H 0.1053
36. H 0.1374
37. H 0.1176
38. H 0.1426
39. H 0.1111
40. H 0.1329
41. H 0.1297
42. H 0.1272

---

4.
Formula: C27H26N5ORuSb
Source: OMol25
Level of theory: ωB97M-V with the def2-TZVPD basis set

Summary:
Net charge   +1
HOMO energy (alpha / beta)   -0.35250 / -0.35188 Eh
2S+1   2
E_tot   -1728.2710 Ha

Positions of all 61 atoms, in Å:
Ru  0.667  0.286  0.699
C  0.937  1.316  -2.670
C  -0.469  1.553  -2.237
C  -1.421  2.075  -3.096
C  -2.693  2.338  -2.625
C  -2.982  2.082  -1.302
C  -2.004  1.544  -0.467
N  -0.772  1.261  -0.922
Sb  -2.641  1.237  1.607
C  -1.016  2.203  2.587
C  -1.405  3.143  3.529
C  -0.438  3.843  4.217
C  0.879  3.578  3.933
C  1.232  2.620  2.978
C  2.705  2.446  2.745
N  0.269  1.929  2.310
C  -1.984  -0.787  1.936
C  -2.891  -1.674  2.500
C  -2.496  -2.981  2.733
C  -1.213  -3.364  2.399
C  -0.338  -2.438  1.833
C  1.058  -2.844  1.474
N  -0.743  -1.175  1.611
H  1.132  1.566  -3.714
H  1.083  0.218  -2.549
H  1.576  1.923  -2.050
H  -1.167  2.294  -4.124
H  -3.447  2.755  -3.280
H  -3.968  2.299  -0.910
H  -2.455  3.327  3.717
H  -0.709  4.585  4.957
H  1.656  4.120  4.452
H  3.259  3.132  3.384
H  2.950  2.663  1.704
H  3.016  1.433  2.964
H  -3.890  -1.348  2.757
H  -3.183  -3.692  3.173
H  -0.887  -4.379  2.577
H  1.228  -3.891  1.718
H  1.772  -2.229  2.023
H  1.234  -2.704  0.409
N  2.283  0.187  -0.747
C  1.965  -0.671  -1.863
C  2.867  -0.862  -2.881
C  2.576  -1.712  -3.962
C  1.391  -2.373  -4.014
C  0.439  -2.227  -2.974
C  -0.788  -2.913  -3.007
C  -1.672  -2.736  -1.987
C  -1.331  -1.878  -0.936
N  -0.191  -1.212  -0.851
C  0.695  -1.388  -1.866
H  3.173  -0.027  -0.287
H  2.549  1.126  -1.014
H  3.815  -0.341  -2.848
H  3.300  -1.837  -4.755
H  1.173  -3.024  -4.851
H  -1.028  -3.569  -3.834
H  -2.627  -3.241  -1.979
H  -2.033  -1.727  -0.134
O  2.009  0.159  1.816

Quick look at the Löwdin charges, all values in e:
1. Ru 1.1993
2. C -0.0216
3. C -0.2572
4. C -0.0107
5. C -0.0481
6. C -0.1296
7. C -0.4246
8. N -0.0187
9. Sb 1.5384
10. C -0.4576
11. C -0.1407
12. C -0.0521
13. C -0.0185
14. C -0.2733
15. C -0.0565
16. N -0.0150
17. C -0.4682
18. C -0.1198
19. C -0.0408
20. C -0.0033
21. C -0.3051
22. C -0.0218
23. N -0.0765
24. H 0.1179
25. H 0.0167
26. H 0.0903
27. H 0.1203
28. H 0.1180
29. H 0.0851
30. H 0.0825
31. H 0.1178
32. H 0.1158
33. H 0.0786
34. H 0.0798
35. H 0.0563
36. H 0.0924
37. H 0.1180
38. H 0.1202
39. H 0.0862
40. H 0.0699
41. H 0.0656
42. N -0.0076
43. C -0.3199
44. C -0.0173
45. C -0.0427
46. C -0.0110
47. C -0.1314
48. C 0.0154
49. C -0.0074
50. C -0.0920
51. N 0.0201
52. C -0.1836
53. H 0.1200
54. H 0.0816
55. H 0.1322
56. H 0.1186
57. H 0.1230
58. H 0.1293
59. H 0.1189
60. H 0.0975
61. O -0.5532

---

5.
Formula: C7H9NS2
Source: OMol25
Level of theory: ωB97M-V with the def2-TZVPD basis set

Summary:
Net charge   0
HOMO energy   -0.30907 Eh
SMILES string   Cn1cccc1[C@@H]1S[C@H]1S
E_tot   -1123.1800 Ha

Positions of all 19 atoms, in Å:
C  -2.226  -0.464  -1.423
C  -1.880  -0.622  -0.002
C  -1.080  -0.077  -2.055
C  -0.534  -0.313  0.105
C  0.328  0.025  1.241
C  1.334  0.294  -1.527
C  0.555  -0.502  2.733
N  -0.043  0.077  -1.116
S  1.919  -0.863  1.637
S  0.694  0.812  3.973
H  -3.046  -0.982  -1.899
H  -2.516  -0.565  0.873
H  -1.017  0.241  -3.137
H  0.520  1.103  1.305
H  1.460  1.384  -1.525
H  2.102  -0.134  -1.027
H  1.343  -0.095  -2.629
H  -0.088  -1.341  3.063
H  1.967  0.810  4.299

Quick look at the Löwdin charges, all values in e:
1. C -0.0887
2. C -0.0274
3. C -0.1060
4. C -0.3000
5. C -0.4711
6. C -0.0277
7. C -0.9239
8. N -0.1187
9. S 0.8017
10. S 0.7051
11. H 0.0891
12. H 0.0994
13. H 0.1341
14. H 0.0896
15. H 0.0990
16. H 0.0136
17. H 0.1266
18. H 0.0681
19. H -0.1629

---

6.
Formula: C4H16N4
Source: OMol25
Level of theory: ωB97M-V with the def2-TZVPD basis set

Summary:
Net charge   +2
HOMO energy   -0.64002 Eh
E_tot   -380.3472 Ha

Positions of all 24 atoms, in Å:
C  1.660  0.116  0.849
C  -0.710  -0.314  1.607
C  0.567  2.358  -0.750
C  0.221  0.438  0.724
N  -0.182  -1.500  -1.064
N  -0.224  1.477  0.084
N  -0.222  -2.937  -1.171
N  -1.561  1.782  0.103
H  2.315  0.608  0.141
H  1.985  0.420  1.849
H  1.821  -0.957  0.797
H  -1.656  -0.549  1.124
H  -0.947  0.291  2.487
H  -0.246  -1.223  1.972
H  1.516  1.915  -1.023
H  0.016  2.590  -1.663
H  0.763  3.292  -0.219
H  0.435  -1.122  -1.783
H  -0.610  -3.320  -2.059
H  0.737  -3.316  -1.064
H  -0.790  -3.316  -0.391
H  -2.004  1.719  1.011
H  -1.116  -1.121  -1.219
H  -1.766  2.669  -0.343

Quick look at the Löwdin charges, all values in e:
1. C 0.0036
2. C -0.0167
3. C 0.0370
4. C -0.3085
5. N 0.0600
6. N -0.1562
7. N 0.1673
8. N 0.1462
9. H 0.0841
10. H 0.1297
11. H 0.0906
12. H 0.0880
13. H 0.1234
14. H 0.0967
15. H 0.0928
16. H 0.1167
17. H 0.1311
18. H 0.1355
19. H 0.2021
20. H 0.1997
21. H 0.1971
22. H 0.1225
23. H 0.1278
24. H 0.1295